This record from the OMol25 dataset describes a cluster of 7 separate species, C25H41F12N3O11 in total. The level of theory is ωB97M-V/def2-TZVPD.

Total energy = -86193.5177 eV
Gap between HOMO and LUMO = 9.563 eV
Structure (SMILES) = CCOC(=O)C(F)(F)F.CCOC(=O)C(F)(F)F.CCOC(=O)C(F)(F)F.CCOC(=O)C(F)(F)F.CN(C)C=O.CN(C)C=O.CN(C)C=O
ΔE to the lowest compared entry with this formula, charge and spin = 0.0 kJ/mol

The geometry in ORCA input format:
```
! wB97M-V def2-TZVPD RIJCOSX def2/J DEFGRID3
* xyz 0 1
C -3.23131 7.65613 4.42083
C 1.98410 -5.71572 2.14944
H -2.96158 7.91287 5.44602
H 3.37885 1.06337 -4.46704
O -1.31032 -3.34785 3.67393
N 1.49276 1.09933 -5.34130
C 0.79834 2.24020 -5.47424
O -2.62940 6.30866 2.53933
O 0.99785 -1.17386 -1.88623
H -1.64789 -1.43438 -2.16882
O 6.23367 0.85034 1.19903
H 0.45900 1.84968 -2.47950
H -1.29492 6.91914 3.91094
C -1.51070 -4.47011 2.80769
F -0.61209 -1.29557 5.33112
N 0.71937 0.73528 -0.69059
C -5.86406 -0.10624 -2.05685
C -0.64830 -0.97569 4.03745
C -0.90334 -2.21805 3.11424
C 0.66036 -0.59002 -0.86280
C 1.24724 1.52775 -1.79357
H 3.32463 1.85879 -6.08685
C -1.85413 5.47084 1.89232
F -2.42213 6.40999 -0.23153
H 5.04295 -2.24437 -2.31835
H -3.63506 -0.30489 -0.94135
C -2.32008 6.54455 3.92883
C 0.86212 -0.15079 -4.89953
C 2.15960 -3.23921 2.05019
O -1.04258 4.74911 2.40020
C 2.92924 1.05958 -5.46418
H -2.54618 -5.25409 4.44309
H -1.92889 0.17382 -2.79821
F -6.41812 0.88681 -4.15652
H 0.98052 -6.13518 2.21015
C -2.38274 -0.80961 -2.67842
H 2.01488 -2.42623 1.32112
H 3.27194 0.15993 -5.98364
H -0.28884 2.06041 -5.54634
H 0.31641 -1.09331 0.05018
C 5.34014 -0.80267 -0.64745
O 4.51126 -0.19963 0.31772
F -1.30689 4.53230 -0.20503
O -0.69126 -2.11045 1.93850
N 2.03855 -4.45923 1.44927
C -3.67293 -0.86148 -1.88010
F -7.94617 -0.22943 -3.09825
F 3.10283 1.74646 1.81716
C 5.07507 0.57878 1.21898
H 5.80868 0.01265 -1.21835
H 0.82121 -4.80278 -0.28163
F -1.62684 -0.08789 3.86953
H -4.28387 7.37359 4.44250
C -6.89722 0.60094 -2.95531
H 1.74622 2.43381 -1.45145
H -0.19851 0.83643 1.25581
H 1.95121 0.94896 -2.38229
H 3.84931 -0.94718 -2.11358
H 2.28943 -5.54800 3.18612
H 2.04834 -3.57340 -0.52934
F 0.51978 -0.47115 3.66774
H -2.54061 -1.23549 -3.66929
C -1.83565 -5.64540 3.71205
H -2.32720 -6.45737 3.17450
H -0.68529 -4.67224 2.12889
H -0.86006 1.80949 0.07784
H -2.40106 5.61323 4.48368
H 0.72520 2.30882 0.68429
F 3.58097 -0.04556 2.91818
F 4.77829 1.71353 3.26078
H -0.03376 0.11974 -4.34752
O -4.72301 -0.35359 -2.71052
H 3.86586 -2.28465 -0.98301
H 0.61550 -0.76430 -5.77017
H -1.02766 -6.11600 4.27134
C -2.21616 5.26151 0.40159
C 4.50790 -1.64376 -1.59042
H 1.57399 -0.66662 -4.26279
C 0.12302 1.44773 0.41304
O -6.10090 -0.43022 -0.93942
O 1.30719 3.35109 -5.50327
O 2.38665 -3.05203 3.22367
H 6.23335 -1.31737 -0.28113
H 2.74637 -6.40658 1.78841
F -7.34139 1.70333 -2.35710
H -3.82772 -1.88730 -1.53798
C 1.83316 -4.49880 -0.00241
H 2.52534 -5.27477 -0.34073
F -3.36820 4.55282 0.39856
H -2.39944 -4.25256 2.21451
H -3.14165 8.55799 3.81810
C 4.12746 1.04326 2.32554
*
```